#a
The following is a DFT calculation (wB97M-V/def2-TZVPD) of 2 unconnected molecules or ions with the total composition C10H16.

Calculated values
* SMILES string: Cc1ccccc1.CCC
* lowest unoccupied orbital energy: 0.92 eV
* Kohn-Sham gap: 0.3665 hartree

```
! wB97M-V def2-TZVPD RIJCOSX def2/J DEFGRID3
* xyz 0 1
C 1.911 2.114 -0.710
C 0.714 1.381 -1.267
C 0.777 0.070 -1.747
C -0.290 -0.550 -2.374
C -1.519 0.143 -2.418
C -1.564 1.388 -1.841
C -0.456 2.109 -1.345
H 1.750 2.750 0.154
H 2.364 2.567 -1.611
H 2.660 1.388 -0.348
H 1.753 -0.400 -1.725
H -0.254 -1.514 -2.855
H -2.401 -0.304 -2.863
H -2.521 1.867 -1.786
H -0.709 3.043 -0.867
C -1.025 -2.639 2.765
C -0.164 -1.404 3.001
C 1.166 -1.585 3.669
H -1.654 -2.503 1.887
H -1.616 -2.855 3.651
H -0.531 -3.604 2.581
H 0.003 -0.931 2.031
H -0.780 -0.590 3.443
H 1.784 -2.240 3.024
H 1.649 -0.688 4.054
H 1.014 -2.166 4.600
*
```


#b
The following is a DFT calculation (wB97M-V/def2-TZVPD) of 2 unconnected molecules or ions with the total composition C10H16.

Calculated values
* SMILES string: Cc1ccccc1.CCC
* lowest unoccupied orbital energy: 0.95 eV
* Kohn-Sham gap: 0.3588 hartree

```
! wB97M-V def2-TZVPD RIJCOSX def2/J DEFGRID3
* xyz 0 1
C 1.532 -0.900 1.995
C 1.544 0.071 0.821
C 1.068 1.364 0.909
C 1.267 2.211 -0.212
C 1.794 1.789 -1.423
C 2.456 0.484 -1.432
C 2.331 -0.243 -0.314
H 2.552 -0.794 2.441
H 1.394 -2.003 1.677
H 0.818 -0.623 2.753
H 0.463 1.651 1.780
H 0.925 3.300 -0.227
H 1.478 2.228 -2.380
H 3.288 0.281 -2.175
H 2.684 -1.312 -0.440
C -2.320 0.417 0.351
C -1.820 -0.959 -0.265
C -2.797 -1.631 -1.164
H -2.876 0.280 1.215
H -2.997 1.049 -0.328
H -1.371 1.015 0.646
H -0.649 -0.891 -0.611
H -1.551 -1.518 0.645
H -3.829 -1.234 -1.011
H -2.714 -1.394 -2.176
H -2.672 -2.638 -1.078
*
```


Most stable structure, least stable structure: #a, #b.


#a
The following is a DFT calculation (wB97M-V/def2-TZVPD) of 2 unconnected molecules or ions with the total composition C10H16.

Calculated values
* SMILES string: Cc1ccccc1.CCC
* lowest unoccupied orbital energy: 1.07 eV
* Kohn-Sham gap: 0.3765 hartree

```
! wB97M-V def2-TZVPD RIJCOSX def2/J DEFGRID3
* xyz 0 1
C 2.171 0.876 -0.209
C 1.245 -0.003 -1.018
C 0.908 -1.277 -0.638
C -0.077 -2.008 -1.323
C -0.693 -1.459 -2.417
C -0.339 -0.184 -2.832
C 0.634 0.528 -2.154
H 1.907 1.926 -0.333
H 3.209 0.836 -0.547
H 2.084 0.639 0.842
H 1.241 -1.740 0.284
H -0.345 -2.965 -0.889
H -1.434 -2.037 -2.929
H -0.822 0.256 -3.699
H 0.854 1.491 -2.601
C -0.392 1.482 2.357
C -0.706 -0.008 2.198
C -1.770 -0.219 1.124
H -1.207 1.938 2.922
H -0.245 1.973 1.396
H 0.500 1.633 2.958
H 0.184 -0.507 1.813
H -0.830 -0.460 3.173
H -1.336 -0.018 0.163
H -2.178 -1.223 1.240
H -2.563 0.532 1.117
*
```


#b
The following is a DFT calculation (wB97M-V/def2-TZVPD) of 2 unconnected molecules or ions with the total composition C10H16.

Calculated values
* SMILES string: Cc1ccccc1.CCC
* lowest unoccupied orbital energy: 1.04 eV
* Kohn-Sham gap: 0.3732 hartree

```
! wB97M-V def2-TZVPD RIJCOSX def2/J DEFGRID3
* xyz 0 1
C -3.092 0.575 1.266
C -1.540 0.345 1.311
C -0.812 0.725 0.157
C 0.568 0.919 0.166
C 1.147 0.897 1.406
C 0.598 0.456 2.490
C -0.879 0.127 2.451
H -3.694 -0.335 0.911
H -3.376 1.444 0.692
H -3.444 0.683 2.212
H -1.358 0.568 -0.899
H 0.984 1.250 -0.854
H 2.139 1.047 1.538
H 1.061 0.248 3.399
H -1.296 0.052 3.397
C 1.990 -1.492 -1.428
C 0.741 -1.419 -2.461
C 1.000 -0.511 -3.699
H 1.515 -2.074 -0.485
H 2.843 -2.023 -1.975
H 2.224 -0.489 -1.212
H -0.094 -1.176 -1.869
H 0.630 -2.424 -2.790
H 1.101 0.595 -3.379
H 0.489 -0.483 -4.546
H 1.954 -0.604 -4.097
*
```


#c
The following is a DFT calculation (wB97M-V/def2-TZVPD) of 2 unconnected molecules or ions with the total composition C10H16.

Calculated values
* SMILES string: CCc1ccccc1.CC
* lowest unoccupied orbital energy: 0.96 eV
* Kohn-Sham gap: 0.3666 hartree

```
! wB97M-V def2-TZVPD RIJCOSX def2/J DEFGRID3
* xyz 0 1
C -2.736 1.298 -0.662
C -1.310 0.910 -0.153
C -0.788 -0.296 -0.853
C -0.222 -0.193 -2.113
C 0.319 -1.324 -2.717
C 0.168 -2.581 -2.138
C -0.370 -2.652 -0.857
C -0.927 -1.544 -0.241
H -3.324 0.410 -0.909
H -2.692 1.868 -1.589
H -3.275 1.841 0.108
H -0.770 1.854 -0.204
H -1.443 0.891 0.930
H -0.172 0.722 -2.690
H 0.569 -1.316 -3.771
H 0.662 -3.465 -2.522
H -0.375 -3.607 -0.347
H -1.422 -1.608 0.716
C 2.468 0.340 2.468
C 2.034 1.833 2.516
H 1.796 -0.254 3.083
H 2.532 -0.024 1.453
H 3.408 0.269 2.958
H 1.845 2.178 1.504
H 2.847 2.471 2.866
H 1.178 1.977 3.165
*
```


Most stable structure, least stable structure: #a, #b.


#a
The following is a DFT calculation (wB97M-V/def2-TZVPD) of a gas-phase ion, CH3N2O (charge +1).

Calculated values
* SMILES string: [NH2+]=C=[NH+][O-]
* lowest unoccupied orbital energy (spin up / spin down): -7.10 / -6.98 eV
* Kohn-Sham gap (spin up / spin down): 0.3172 / 0.3305 hartree

```
! wB97M-V def2-TZVPD RIJCOSX def2/J DEFGRID3
* xyz 1 1
N 1.170 -0.339 0.017
C 0.142 0.361 0.220
N -1.082 0.563 -0.057
O -1.786 -0.440 -0.128
H 1.283 -0.883 -0.847
H 1.807 -0.690 0.898
H -1.533 1.427 -0.103
*
```


#b
The following is a DFT calculation (wB97M-V/def2-TZVPD) of 2 unconnected molecules or ions with the total composition CH3N2O.

Calculated values
* lowest unoccupied orbital energy (spin up / spin down): -6.73 / -6.73 eV
* Kohn-Sham gap (spin up / spin down): 0.2959 / 0.2960 hartree

```
! wB97M-V def2-TZVPD RIJCOSX def2/J DEFGRID3
* xyz 1 1
C 0.591 -0.548 0.523
N -1.612 -0.198 -0.065
N 1.461 0.230 0.086
O -2.572 0.287 0.442
H -1.689 -0.899 -0.899
H 2.422 0.175 0.609
H 1.400 0.953 -0.696
*
```


#c
The following is a DFT calculation (wB97M-V/def2-TZVPD) of a gas-phase ion, CH3N2O (charge +1).

Calculated values
* SMILES string: CO[N+]#N
* lowest unoccupied orbital energy: -5.82 eV
* Kohn-Sham gap: 0.4746 hartree

```
! wB97M-V def2-TZVPD RIJCOSX def2/J DEFGRID3
* xyz 1 1
C -0.164 -0.840 0.320
O 0.584 0.273 -0.293
N 0.207 1.466 -0.544
N -0.007 2.491 -0.886
H -1.141 -1.026 0.011
H -0.080 -0.753 1.481
H 0.602 -1.611 -0.089
*
```


Most stable structure, least stable structure: #c, #b.


#a
The following is a DFT calculation (wB97M-V/def2-TZVPD) of 11 unconnected molecules or ions with the total composition C25H72O11.

Calculated values
* SMILES string: CC(C)O.CC(C)O.CC(C)O.CC(C)O.CC(C)O.CC(C)O.CC(C)O.CO.CO.CO.CO
* lowest unoccupied orbital energy: 0.19 eV
* Kohn-Sham gap: 0.3623 hartree

```
! wB97M-V def2-TZVPD RIJCOSX def2/J DEFGRID3
* xyz 0 1
C -12.398 20.041 -5.002
C -13.589 20.986 -5.169
C -13.210 22.292 -5.859
O -14.632 20.316 -5.876
H -12.569 19.302 -4.219
H -11.456 20.557 -4.805
H -12.217 19.488 -5.933
H -13.975 21.199 -4.169
H -12.323 22.746 -5.422
H -14.022 23.022 -5.777
H -13.055 22.147 -6.934
H -14.387 20.247 -6.804
C -13.050 22.020 2.385
C -13.211 20.587 1.921
C -13.771 19.687 3.009
O -14.085 20.592 0.788
H -12.494 22.058 3.322
H -14.012 22.518 2.494
H -12.451 22.574 1.655
H -12.218 20.236 1.608
H -14.822 19.924 3.181
H -13.196 19.779 3.935
H -13.714 18.631 2.740
H -14.165 19.671 0.489
C -14.224 15.677 -1.100
C -13.263 16.635 -0.422
C -12.436 17.440 -1.401
O -13.973 17.595 0.365
H -14.755 14.992 -0.438
H -13.736 15.081 -1.883
H -15.000 16.197 -1.675
H -12.611 16.074 0.261
H -11.912 16.806 -2.117
H -11.722 18.067 -0.868
H -13.105 18.087 -1.975
H -14.560 17.144 0.993
C -15.120 16.923 -4.594
C -14.270 16.496 -5.795
C -12.827 16.271 -5.418
O -14.825 15.313 -6.379
H -14.642 17.733 -4.041
H -15.241 16.072 -3.920
H -16.096 17.272 -4.927
H -14.343 17.284 -6.545
H -12.237 15.871 -6.242
H -12.736 15.553 -4.592
H -12.395 17.204 -5.053
H -14.762 14.621 -5.711
C -18.574 11.570 0.177
C -17.167 11.634 -0.390
C -16.822 12.989 -0.953
O -16.191 11.389 0.652
H -18.800 10.571 0.554
H -19.298 11.954 -0.535
H -18.607 12.219 1.062
H -17.036 10.873 -1.168
H -15.784 13.015 -1.289
H -16.960 13.789 -0.222
H -17.420 13.229 -1.836
H -16.497 10.696 1.246
C -12.594 11.419 1.762
C -12.931 12.580 0.831
C -11.685 13.259 0.323
O -13.643 12.103 -0.315
H -13.485 10.866 2.066
H -12.127 11.778 2.684
H -11.914 10.731 1.258
H -13.565 13.289 1.382
H -10.972 12.541 -0.084
H -11.165 13.808 1.113
H -11.924 14.008 -0.438
H -14.481 11.723 0.005
C -10.666 20.804 -0.827
C -10.315 22.240 -1.142
C -8.899 22.375 -1.655
O -11.179 22.756 -2.159
H -10.051 20.393 -0.027
H -10.577 20.196 -1.731
H -11.719 20.744 -0.527
H -10.416 22.820 -0.213
H -8.785 21.817 -2.588
H -8.175 21.966 -0.948
H -8.643 23.419 -1.835
H -12.091 22.700 -1.855
C -15.864 19.559 -1.939
O -16.992 20.055 -2.662
H -16.125 19.545 -0.882
H -15.597 18.540 -2.227
H -14.997 20.218 -2.052
H -16.767 20.041 -3.598
C -9.839 14.622 -4.593
O -8.766 13.794 -4.125
H -9.502 15.332 -5.355
H -10.540 13.962 -5.101
H -10.322 15.172 -3.784
H -7.942 14.277 -4.216
C -17.056 17.273 1.499
O -15.922 16.727 2.192
H -16.975 18.359 1.490
H -17.059 16.940 0.456
H -17.995 16.976 1.961
H -16.213 16.063 2.819
C -11.531 11.916 -3.032
O -12.838 12.475 -2.978
H -11.480 10.961 -2.499
H -11.261 11.748 -4.072
H -10.834 12.641 -2.600
H -13.024 12.647 -2.043
*
```


#b
The following is a DFT calculation (wB97M-V/def2-TZVPD) of 11 unconnected molecules or ions with the total composition C25H72O11.

Calculated values
* SMILES string: CC(C)O.CC(C)O.CC(C)O.CC(C)O.CC(C)O.CC(C)O.CC(C)O.CO.CO.CO.CO
* lowest unoccupied orbital energy: 0.37 eV
* Kohn-Sham gap: 0.3443 hartree

```
! wB97M-V def2-TZVPD RIJCOSX def2/J DEFGRID3
* xyz 0 1
C 4.066 29.364 9.664
C 5.076 28.703 10.575
C 5.727 27.430 9.951
O 6.003 29.454 10.950
H 3.815 28.849 8.732
H 4.353 30.327 9.392
H 3.146 29.609 10.235
H 4.498 28.334 11.340
H 6.313 26.910 10.655
H 6.381 27.537 9.054
H 4.917 26.756 9.631
H 5.862 29.577 11.895
C 5.303 25.034 0.191
C 6.364 25.582 1.172
C 5.870 25.646 2.574
O 7.358 24.870 1.282
H 6.004 24.821 -0.678
H 4.692 25.848 -0.302
H 4.868 24.106 0.505
H 6.676 26.486 0.837
H 4.935 26.133 2.627
H 6.439 26.293 3.219
H 5.727 24.702 3.078
H 6.953 24.070 1.685
C 3.477 26.206 7.491
C 2.544 25.535 6.447
C 3.182 25.487 5.070
O 2.331 24.386 6.685
H 3.088 26.286 8.466
H 3.766 27.183 7.271
H 4.291 25.557 7.705
H 1.642 26.135 6.587
H 3.030 26.454 4.606
H 2.726 24.863 4.331
H 4.297 25.381 5.124
H 2.766 23.797 6.099
C 8.989 27.180 5.840
C 8.719 27.130 7.334
C 8.286 25.816 7.907
O 9.767 27.310 7.967
H 10.006 27.224 5.491
H 8.745 28.253 5.504
H 8.364 26.491 5.318
H 7.898 27.850 7.524
H 9.030 25.111 8.171
H 7.442 25.355 7.412
H 7.935 26.040 8.910
H 10.392 26.598 7.694
C 4.127 32.020 6.987
C 2.768 31.538 7.163
C 2.118 32.222 8.379
O 1.955 31.615 6.236
H 4.657 31.909 7.919
H 4.181 33.090 6.702
H 4.665 31.461 6.168
H 2.840 30.444 7.446
H 1.308 31.654 8.785
H 1.716 33.234 8.270
H 2.687 32.228 9.283
H 2.424 31.328 5.454
C 6.203 29.258 2.335
C 5.612 29.854 1.053
C 5.600 28.836 -0.160
O 4.380 30.114 1.238
H 7.211 29.002 2.113
H 5.537 28.374 2.598
H 6.302 29.895 3.175
H 6.172 30.774 0.821
H 6.602 28.434 -0.294
H 5.255 29.218 -1.152
H 5.074 27.923 0.078
H 4.339 30.922 1.814
C 4.692 20.705 6.618
C 4.268 22.096 6.392
C 5.442 22.922 6.809
O 3.824 22.369 5.301
H 5.429 20.458 5.887
H 3.808 20.109 6.470
H 5.036 20.480 7.585
H 3.518 22.220 7.156
H 6.263 22.469 6.333
H 5.410 22.890 7.912
H 5.419 23.981 6.450
H 3.213 21.711 5.026
C 8.039 30.386 7.077
O 7.120 30.081 8.104
H 7.646 30.209 6.093
H 8.919 29.902 7.324
H 8.389 31.430 7.030
H 7.190 30.789 8.700
C 5.927 27.704 5.777
O 5.396 28.750 6.526
H 5.223 27.323 5.163
H 6.152 26.837 6.408
H 6.649 28.145 5.110
H 6.159 29.213 6.985
C 2.812 29.124 3.992
O 3.596 30.044 4.652
H 3.375 28.374 3.428
H 2.164 29.607 3.317
H 2.202 28.554 4.782
H 3.966 29.541 5.430
C 8.033 24.041 4.733
O 8.894 24.560 3.665
H 7.152 24.669 4.732
H 8.539 24.288 5.684
H 7.818 23.006 4.639
H 8.421 24.520 2.881
*
```


Most stable structure, least stable structure: #a, #b.


#a
The following is a DFT calculation (wB97M-V/def2-TZVPD) of a molecular structure, C2H2N2O4.

Calculated values
* lowest unoccupied orbital energy: -0.12 eV
* Kohn-Sham gap: 0.4010 hartree

```
! wB97M-V def2-TZVPD RIJCOSX def2/J DEFGRID3
* xyz 0 1
C 1.141 -0.133 -0.131
C -1.180 -0.292 0.043
H -0.926 2.565 0.415
H 1.314 -1.982 0.190
N -0.112 0.624 0.566
N 0.722 -1.393 -0.257
O -0.176 1.899 -0.284
O 2.229 0.296 -0.235
O -0.589 -1.488 0.079
O -2.423 -0.096 -0.386
*
```


#b
The following is a DFT calculation (wB97M-V/def2-TZVPD) of 2 unconnected molecules or ions with the total composition C2H2N2O4.

Calculated values
* SMILES string: [H]/N=C\[N+](=O)[O-].O=C=O
* lowest unoccupied orbital energy: -1.09 eV
* Kohn-Sham gap: 0.3796 hartree

```
! wB97M-V def2-TZVPD RIJCOSX def2/J DEFGRID3
* xyz 0 1
H 0.899 -0.852 1.796
N 1.388 -0.429 1.008
C 0.657 0.498 0.529
N -0.654 0.861 0.983
O -1.115 0.225 1.910
O -1.104 1.869 0.476
H 1.196 0.904 -0.358
O -0.586 -0.876 -0.992
C -0.435 -1.034 -2.121
O -0.247 -1.166 -3.231
*
```


Most stable structure, least stable structure: #b, #a.


#a
The following is a DFT calculation (wB97M-V/def2-TZVPD) of C2HClO2 in the gas phase.

Calculated values
* SMILES string: O=C1O[C@@H]1Cl
* lowest unoccupied orbital energy: 0.68 eV
* Kohn-Sham gap: 0.4045 hartree

```
! wB97M-V def2-TZVPD RIJCOSX def2/J DEFGRID3
* xyz 0 1
O -2.943 -0.093 0.506
C -1.855 -0.291 0.020
O -1.266 -0.365 -1.147
C -0.296 -0.612 -0.078
Cl 0.257 -2.248 0.081
H 0.438 0.169 0.043
*
```


#b
The following is a DFT calculation (wB97M-V/def2-TZVPD) of a molecular structure, C2HClO2.

Calculated values
* lowest unoccupied orbital energy: -2.17 eV
* Kohn-Sham gap: 0.2962 hartree

```
! wB97M-V def2-TZVPD RIJCOSX def2/J DEFGRID3
* xyz 0 1
C -0.445 0.378 -0.242
C 0.187 -0.999 -0.241
O -0.646 1.177 -1.100
O 0.454 -2.009 0.275
Cl 1.576 0.945 0.652
H -1.127 0.507 0.655
*
```


Most stable structure, least stable structure: #a, #b.